Record 1
The following is a quantum chemistry calculation of a structure of composition C15H38IrN5O3PS2 at a distorted geometry, from the Open Molecules 2025 dataset.

Structure (XYZ):
```
65
Properties=species:S:1:pos:R:3:forces:R:3
Ir 0.126 -0.465 -0.084 -1.045 -1.947 0.146
N -0.816 0.930 -1.608 0.299 0.346 0.372
C -0.038 0.674 -2.824 -0.020 -0.047 -0.007
C -0.070 -0.822 -3.070 0.005 -0.096 -0.022
N 0.197 -1.618 -1.800 0.445 0.308 -0.348
C -0.861 -2.652 -1.608 0.001 -0.058 -0.160
C -2.135 -1.969 -1.155 -0.027 -0.171 0.049
N -1.812 -1.194 0.069 -0.168 0.018 0.270
C 1.564 -2.208 -1.882 0.003 -0.066 -0.154
C 2.549 -1.063 -1.773 0.006 -0.145 0.108
N 2.254 -0.361 -0.499 -0.112 0.763 0.406
H -1.803 0.751 -1.768 -0.012 0.085 -0.036
H -0.740 1.902 -1.312 0.074 -0.003 0.014
H 0.976 1.017 -2.630 -0.031 0.100 -0.024
H -0.403 1.214 -3.700 -0.070 -0.079 -0.022
H 0.661 -1.106 -3.827 -0.009 -0.026 -0.002
H -1.042 -1.120 -3.462 -0.029 0.028 0.044
H -0.508 -3.350 -0.849 -0.005 0.021 0.030
H -1.021 -3.220 -2.528 0.022 0.053 -0.038
H -2.921 -2.704 -0.977 0.016 0.002 0.065
H -2.516 -1.288 -1.914 0.016 0.013 -0.003
H -1.803 -1.816 0.875 -0.090 -0.019 -0.011
H -2.515 -0.491 0.289 -0.026 -0.001 -0.085
H 1.700 -2.767 -2.810 -0.074 0.041 -0.036
H 1.674 -2.904 -1.053 0.044 0.002 0.000
H 2.416 -0.359 -2.590 0.080 -0.034 -0.033
H 3.580 -1.413 -1.817 -0.011 -0.048 0.077
H 2.654 0.575 -0.478 0.023 0.000 -0.137
H 2.706 -0.856 0.264 0.022 0.015 -0.008
N -0.569 -0.025 4.121 -0.048 0.030 -0.090
C -0.153 -0.326 2.900 0.091 0.142 0.212
O -0.641 0.238 1.900 0.338 0.533 -0.521
C 0.925 -1.326 2.679 0.142 -0.097 0.002
C 0.767 -1.910 1.271 0.005 -0.133 -0.247
H -1.241 0.718 4.245 0.016 0.020 0.005
H -0.173 -0.462 4.936 -0.017 -0.032 -0.003
H 0.943 -2.094 3.455 0.004 0.036 0.030
H 1.864 -0.767 2.767 0.012 -0.021 -0.027
H 0.039 -2.733 1.289 0.009 0.003 0.169
H 1.713 -2.398 1.018 -0.045 -0.044 -0.062
C 2.451 6.052 0.041 -0.004 -0.004 0.006
C 1.038 6.135 0.574 0.050 -0.027 -0.032
C -0.024 5.961 -0.486 -0.005 -0.007 0.008
O 0.908 5.164 1.680 -0.023 -0.021 0.046
P 0.450 3.674 1.738 0.008 0.491 0.386
S -1.500 3.404 1.420 0.011 -0.178 -0.148
S 1.195 2.472 0.371 0.158 0.266 -0.151
O 0.771 3.252 3.212 -0.046 -0.017 -0.023
C 1.937 3.620 4.046 -0.017 0.017 -0.024
C 1.740 4.995 4.642 0.012 -0.010 0.025
C 3.232 3.460 3.280 -0.007 -0.004 0.005
H 2.607 6.844 -0.691 0.002 -0.002 -0.001
H 2.625 5.092 -0.447 0.000 0.000 -0.005
H 3.178 6.184 0.841 0.000 -0.002 -0.002
H 0.888 7.081 1.092 0.007 0.006 -0.008
H 0.072 4.995 -0.985 0.004 0.008 -0.010
H 0.109 6.743 -1.233 0.000 0.005 0.005
H -1.026 6.053 -0.072 -0.004 -0.005 0.006
H 1.877 2.871 4.835 0.025 -0.007 -0.006
H 1.833 5.773 3.888 -0.003 0.002 0.002
H 2.505 5.160 5.403 -0.003 -0.004 0.003
H 0.765 5.074 5.120 -0.001 0.002 -0.005
H 3.311 4.196 2.480 0.002 0.002 -0.001
H 3.320 2.460 2.853 0.000 -0.001 0.007
H 4.067 3.616 3.963 0.004 0.001 -0.005
```
Forces are in eV/Å.

As for the orbital gap (alpha / beta): 9.05 / 6.32 eV. As for the spin multiplicity: 2. The electronic energy is -63552.992 eV. The calculation puts the max |F| at 2.2 eV/Å. Its net charge is +2.

Record 2
The following is a quantum chemistry calculation of a cluster of 3 separate species, C15H38N2O5P in total, from the Open Molecules 2025 dataset.

Structure (XYZ):
```
61
Properties=species:S:1:pos:R:3:forces:R:3
C -0.163 3.050 0.458 -0.107 -0.025 0.002
P -0.723 1.827 -0.908 0.189 0.113 -0.102
C 0.467 2.454 -2.208 0.037 -0.089 0.007
C -2.259 2.332 -1.571 0.079 -0.090 0.117
O -2.443 3.761 -1.795 -0.098 0.038 -0.075
H 0.687 3.674 0.173 0.012 0.008 -0.005
H 0.114 2.486 1.352 -0.035 0.015 0.005
H -0.993 3.714 0.723 -0.002 -0.011 0.019
H 0.696 1.654 -2.916 -0.077 0.013 -0.030
H 1.409 2.791 -1.768 0.025 -0.035 0.009
H 0.004 3.278 -2.754 0.002 0.048 0.045
H -3.106 1.901 -1.027 -0.066 -0.032 -0.059
H -2.459 4.201 -0.937 0.066 0.021 0.009
C 6.700 -0.338 5.126 0.069 -0.007 0.032
O 5.315 -0.525 5.303 -0.052 0.020 -0.039
C 4.736 0.298 6.308 0.072 0.053 0.027
C 3.703 1.223 5.705 -0.055 -0.020 0.039
N 4.338 2.176 4.812 0.064 -0.066 -0.062
C 3.422 3.082 4.129 -0.027 0.046 0.037
C 2.421 2.462 3.164 -0.031 -0.020 -0.006
O 3.046 1.843 2.057 0.137 0.041 0.032
C 3.233 0.450 2.154 -0.099 -0.070 0.010
H 7.020 -1.031 4.350 0.009 0.009 -0.002
H 6.942 0.685 4.814 -0.035 0.002 -0.005
H 7.258 -0.553 6.045 -0.014 -0.030 -0.005
H 5.516 0.891 6.798 -0.033 0.008 0.021
H 4.266 -0.347 7.057 0.009 -0.026 -0.010
H 3.216 1.773 6.518 -0.005 0.016 -0.021
H 2.930 0.609 5.222 0.017 -0.008 -0.010
H 4.871 1.663 4.118 -0.023 0.026 -0.027
H 4.023 3.805 3.573 0.000 0.000 0.002
H 2.865 3.645 4.887 0.015 -0.003 0.007
H 1.786 3.256 2.765 0.001 -0.008 -0.013
H 1.762 1.744 3.667 -0.002 0.026 0.017
H 2.400 -0.026 2.683 -0.024 0.000 -0.053
H 4.159 0.178 2.674 0.007 0.033 0.013
H 3.266 0.054 1.140 0.016 0.001 0.003
C -1.997 -1.751 -1.581 -0.010 0.231 0.206
O -3.004 -1.332 -2.477 -0.100 -0.338 -0.114
C -2.534 -0.942 -3.759 0.081 0.179 -0.001
C -3.299 -1.707 -4.815 -0.059 0.035 0.030
N -3.013 -3.131 -4.718 -0.051 -0.026 0.052
C -3.856 -3.992 -5.525 -0.008 -0.001 -0.044
C -5.350 -4.018 -5.211 0.019 0.046 0.046
O -5.648 -4.537 -3.928 0.001 -0.034 -0.007
C -5.729 -3.577 -2.890 0.007 0.054 0.018
H -2.432 -1.706 -0.583 0.037 -0.064 0.017
H -1.660 -2.778 -1.781 -0.013 0.010 -0.102
H -1.146 -1.067 -1.591 -0.012 -0.009 0.017
H -1.462 -1.145 -3.845 -0.010 -0.032 -0.040
H -2.684 0.135 -3.870 0.039 0.022 0.060
H -3.012 -1.351 -5.810 0.029 -0.001 0.011
H -4.365 -1.469 -4.681 -0.001 -0.011 -0.023
H -3.077 -3.400 -3.743 0.030 -0.016 -0.014
H -3.481 -5.015 -5.441 0.004 0.001 0.003
H -3.746 -3.697 -6.576 0.014 -0.008 0.001
H -5.840 -4.676 -5.934 -0.010 -0.002 -0.002
H -5.793 -3.020 -5.314 0.006 -0.007 -0.033
H -6.148 -2.634 -3.254 -0.052 -0.019 0.008
H -4.760 -3.347 -2.442 0.007 -0.003 -0.024
H -6.388 -3.984 -2.123 0.009 -0.002 0.006
```
Forces are in eV/Å.

As for the orbital gap: 4.45 eV. The electronic energy is -38673.623 eV. The calculation puts the max |F| at 0.4 eV/Å. Its net charge is -1.

Record 3
The following is a quantum chemistry calculation of a structure of composition C15H39AsCl2KN6O3S, from the Open Molecules 2025 dataset.

Structure (XYZ):
```
68
Properties=species:S:1:pos:R:3:forces:R:3
K 0.601 -0.077 -0.167 -0.214 0.138 0.746
N 2.402 1.270 2.046 0.094 0.044 -0.197
C 3.474 0.443 2.577 0.034 -0.069 0.119
C 3.788 -0.731 1.663 0.079 0.004 -0.026
N 2.647 -1.589 1.389 -0.082 0.025 -0.033
C 3.010 -2.686 0.510 0.052 -0.044 -0.019
C 1.830 -3.535 0.063 -0.052 -0.107 0.135
N 0.864 -2.753 -0.691 0.137 0.100 -0.265
H 2.629 1.600 1.108 0.058 0.018 -0.078
H 2.253 2.093 2.617 -0.002 -0.032 0.054
H 3.161 0.059 3.556 -0.002 0.009 -0.008
H 4.418 0.986 2.734 -0.009 -0.014 -0.007
H 4.630 -1.289 2.111 -0.007 0.003 -0.018
H 4.141 -0.352 0.698 -0.007 0.021 0.009
H 2.227 -1.931 2.248 -0.017 0.051 0.004
H 3.759 -3.358 0.968 0.004 0.012 -0.019
H 3.483 -2.244 -0.374 -0.016 -0.001 -0.006
H 1.324 -3.946 0.945 0.005 0.002 -0.011
H 2.239 -4.390 -0.497 0.000 0.020 0.021
H 0.156 -3.313 -1.146 -0.027 -0.063 0.110
H 1.332 -2.217 -1.415 0.092 -0.143 -0.106
N -0.008 2.454 -0.911 0.054 0.043 -0.215
C -1.200 2.994 -0.295 -0.030 0.061 0.093
C -1.041 3.110 1.215 -0.056 0.049 0.001
N -0.896 1.823 1.850 -0.037 0.011 -0.091
C -0.819 1.892 3.286 0.037 -0.063 0.086
C -0.804 0.517 3.962 -0.075 0.055 0.063
N 0.141 -0.447 3.420 0.060 0.022 -0.068
H 0.811 3.047 -0.849 -0.006 0.012 0.051
H -0.149 2.181 -1.875 -0.052 0.055 -0.051
H -2.019 2.294 -0.481 0.001 -0.021 -0.085
H -1.512 3.970 -0.699 0.015 0.001 0.075
H -1.897 3.690 1.613 0.008 -0.037 -0.019
H -0.146 3.708 1.436 0.002 0.004 0.002
H -1.565 1.134 1.513 -0.002 -0.029 -0.002
H -1.641 2.487 3.732 -0.001 -0.019 -0.024
H 0.106 2.425 3.549 0.008 -0.006 -0.011
H -1.804 0.070 3.908 -0.004 0.045 -0.063
H -0.611 0.705 5.027 0.003 -0.066 0.002
H -0.356 -0.969 2.684 0.005 -0.012 0.090
H 0.883 0.061 2.941 -0.025 0.000 -0.020
C -4.059 -1.885 -3.630 0.038 -0.033 0.053
As -3.196 -0.256 -3.060 0.130 -0.099 0.025
C -4.147 0.203 -1.454 -0.271 0.068 -0.240
C -3.843 1.038 -4.345 0.014 0.077 0.096
S -1.131 -0.391 -3.122 0.211 0.074 -0.098
H -5.121 -1.710 -3.795 -0.026 -0.036 0.002
H -3.915 -2.633 -2.853 0.002 -0.021 -0.028
H -3.572 -2.210 -4.548 -0.041 -0.036 -0.006
H -5.150 0.457 -1.807 -0.073 0.021 0.204
H -3.685 1.044 -0.951 0.061 0.038 -0.028
H -4.147 -0.641 -0.774 0.026 -0.029 -0.004
H -4.902 0.883 -4.551 -0.004 0.014 -0.011
H -3.249 0.935 -5.250 -0.034 0.003 -0.024
H -3.689 2.031 -3.924 0.007 0.027 -0.058
C -2.491 -2.817 0.662 0.025 -0.085 0.147
C -1.804 -1.487 1.080 -0.164 -0.149 -0.105
O -1.959 -0.591 0.227 -0.274 0.035 0.105
H -3.290 -3.024 1.384 -0.009 0.014 -0.024
H -1.776 -3.640 0.757 0.014 0.020 -0.010
H -2.905 -2.800 -0.361 0.033 0.065 0.012
Cl 4.668 2.809 -3.358 -0.026 0.012 0.008
C 4.359 1.181 -2.715 0.183 0.105 -0.064
Cl 5.890 0.469 -2.111 -0.026 0.004 0.018
C 3.311 1.136 -1.570 -0.068 -0.158 0.046
O 3.160 2.133 -0.854 0.058 0.100 0.001
O 2.752 0.021 -1.504 0.245 -0.104 -0.265
H 4.049 0.560 -3.546 -0.054 -0.004 0.027
```
Forces are in eV/Å.

As for the orbital gap: 5.15 eV. The electronic energy is -144317.188 eV. The calculation puts the max |F| at 0.8 eV/Å. Its net charge is -1.